The following is a quantum chemistry calculation of a 2-piece molecular cluster, CHN4 overall, from the OMol25 dataset.

```
! wB97M-V def2-TZVPD RIJCOSX def2/J DEFGRID3
* xyz -1 1
C 0.95 0.31 0.05
N -1.37 -0.60 -0.61
N 0.33 1.29 -0.17
N -0.51 -1.02 0.30
N -1.35 0.28 0.34
H 1.95 -0.25 0.08
*
```

Output
HOMO level	-2.31	eV
Kohn-Sham gap	7.3	eV
energy relative to the best compared isomer or geometry (same formula, charge and spin)	605.5	kJ/mol
lowest unoccupied orbital energy	4.99	eV